# 1
37
Properties=species:S:1:pos:R:3:forces:R:3 method="wB97M-V/def2-TZVPD" mol_weight_g_mol=503.33 total_charge=+1
Ce -7.767773 4.869271 9.961955 -0.9 -0.5 2.5
O -5.565152 9.778718 12.799051 0.0 0.9 -1.7
O -6.701560 5.527188 11.823870 -0.7 -0.2 -1.3
O -5.316795 11.112820 10.972484 -0.1 -0.3 0.8
O -7.289066 4.411668 7.671495 -0.4 -0.3 0.9
O -6.277156 7.304166 13.081150 0.0 0.1 0.1
O -11.592408 3.695801 11.363306 1.6 1.1 -0.4
O -9.539848 4.677893 11.434803 1.2 0.5 -1.9
O -5.516755 3.848686 9.884274 2.2 -1.5 -2.4
O -5.393062 1.873866 7.258299 -0.5 0.7 1.3
O -3.571643 3.750576 8.669697 -0.2 2.0 0.4
O -8.150435 2.826679 8.982217 -0.3 0.6 0.5
N -6.529777 7.947610 8.592477 0.6 2.0 0.0
N -10.028919 5.847664 9.057106 0.2 1.2 -0.6
N -11.054318 5.096249 9.704385 0.5 0.3 0.4
N -6.878031 7.084217 9.528543 0.9 -0.3 1.8
C -4.846237 1.790645 8.601696 1.5 0.9 -0.9
C -6.827023 2.074672 7.145174 0.5 -0.7 0.5
C -10.728296 4.435025 10.914131 -2.0 -1.7 0.6
C -7.472934 3.186576 7.982809 1.1 -0.3 -1.9
C -4.681805 3.217190 9.127344 -1.7 2.2 1.5
C -5.579500 10.052216 11.477523 0.3 -0.5 0.0
C -5.940338 8.934164 10.480695 -0.6 -1.1 2.0
C -6.462438 7.617668 10.718433 0.0 0.9 -0.7
C -6.482916 6.792233 12.009535 -0.1 0.2 -0.4
C -5.973910 9.094760 9.128221 -0.2 -0.2 -1.4
H -5.407433 1.236134 9.361051 0.0 -0.4 -0.5
H -7.012235 2.254078 6.079531 0.0 -0.1 0.3
H -5.890767 8.872431 13.025314 0.1 0.0 -0.2
H -6.634645 7.699997 7.621428 -0.1 0.1 0.0
H -7.302892 1.170706 7.530651 -0.2 -0.1 -0.5
H -3.443157 4.761165 8.806246 -0.6 -2.3 0.1
H -10.117705 6.816194 9.435993 0.1 -0.7 -0.5
H -10.316456 5.940818 8.050926 0.6 -0.2 1.2
H -11.585189 4.544955 9.063113 -0.5 -0.3 -0.1
H -5.619451 9.979105 8.550233 -0.5 -1.1 0.4
H -3.743721 1.508558 8.435130 -1.9 -0.4 0.4

=====

# 2
77
Properties=species:S:1:pos:R:3:forces:R:3 method="wB97M-V/def2-TZVPD" mol_weight_g_mol=638.51 total_charge=+1
Rb 4.444083 -1.913784 -1.782991 -0.3 0.1 0.6
Rb 1.223421 -0.567260 -4.469368 -0.3 0.1 0.4
O -3.280206 0.580016 0.576075 0.2 0.0 0.3
O 4.804377 0.877326 -0.768517 0.1 -0.3 0.0
O 0.309719 -0.622616 0.207560 -0.4 0.3 -0.5
O 3.484910 -3.240396 0.607088 -0.1 0.1 -0.4
O -0.193701 0.123193 -1.826813 -0.2 0.0 0.1
O 2.849383 4.155886 0.652712 -0.3 -0.1 -0.1
O -4.654642 2.933331 -3.229595 -0.4 -0.2 0.0
O 0.655571 -0.320831 5.014365 0.1 -0.2 0.0
O 0.598560 -3.260696 -4.007714 0.1 0.4 -0.2
O 1.662237 -1.046877 -1.582035 0.5 -0.5 0.7
C 2.198454 3.579680 2.834946 -0.3 -0.1 -0.1
C -1.597411 0.352585 5.335868 -0.4 0.2 -0.5
C -1.489020 -2.990409 -2.883420 0.3 0.2 -0.2
C 4.523738 1.944677 -1.273674 -0.2 0.5 -0.6
C 1.955236 3.724665 1.359897 0.9 0.3 -0.1
C 0.374711 -4.592422 -2.081583 0.2 -0.5 0.0
C 2.949168 -1.697917 2.318547 -0.2 0.7 -0.4
C -5.379293 -0.007818 -0.377574 0.3 0.1 -0.2
C -4.006361 -0.304481 0.188179 -0.2 -0.2 -1.0
C 0.663758 3.284690 0.756453 -0.9 -0.5 -0.7
C -3.518977 -1.726957 0.053818 0.5 -0.2 0.7
C -0.107156 -3.569246 -3.068664 -0.3 -0.3 0.2
C -0.491076 -0.410641 4.641306 0.0 0.8 0.4
C 5.474052 3.121696 -1.285648 -0.1 -0.9 0.3
C 2.685798 -2.901724 1.462463 0.8 -0.3 0.3
C 0.622866 -0.513320 -1.118758 0.2 0.2 -1.6
C -0.860175 -1.201477 3.428808 0.5 -0.7 -0.1
C -3.630723 2.411315 -2.864744 0.6 0.7 -0.5
C 3.188280 2.148977 -1.966637 0.3 -0.7 -0.1
C 1.488997 -3.756595 1.768919 -0.3 0.6 0.5
C -2.745979 3.136251 -1.855598 -0.8 -0.6 -0.1
C -3.162178 1.128427 -3.507381 0.2 -0.8 0.3
H -1.472624 -2.342919 -2.004916 0.0 -0.1 0.1
H 2.494722 2.595577 -1.256983 0.0 0.2 -0.1
H 2.797956 1.170785 -2.258050 -0.1 0.0 0.2
H -3.956241 0.668875 -4.092711 -0.1 0.2 0.0
H -2.229188 -3.779678 -2.754621 0.0 0.0 0.2
H 3.333976 -1.969878 3.302211 -0.2 -0.2 0.0
H -0.535670 -0.118350 0.162059 0.3 -0.3 0.8
H 0.384931 -4.248179 -1.049836 -0.1 0.3 -0.1
H 0.474640 2.215133 0.893804 0.2 0.0 0.4
H -1.262302 -2.138096 3.831832 -0.4 0.1 -0.3
H 6.453266 2.743128 -0.998145 0.0 0.3 0.1
H -0.257772 -5.483958 -2.096970 -0.2 0.1 -0.1
H -2.815026 0.404426 -2.763426 0.0 0.1 0.1
H -6.170143 -0.245616 0.333549 0.0 0.1 0.1
H -2.540631 -1.826789 0.528771 0.0 0.1 0.0
H 2.158360 2.517731 3.091055 0.0 0.0 0.1
H 1.785290 -4.781394 1.978951 0.0 0.0 -0.2
H -1.487099 0.474539 6.409119 0.3 -0.1 0.0
H 0.046015 -1.476956 2.890709 -0.1 0.2 0.0
H 5.523839 3.552836 -2.283031 -0.1 0.2 0.1
H -1.568603 1.344137 4.870097 0.0 0.1 0.2
H -5.568522 -0.599769 -1.274765 0.1 -0.1 0.1
H 0.652791 3.413959 -0.326383 0.3 0.3 0.0
H -2.335717 2.411441 -1.152896 0.2 0.2 0.1
H 3.176614 3.984813 3.073104 0.0 0.0 0.0
H -1.545098 -0.720674 2.732562 -0.3 0.0 0.3
H 1.422153 4.091482 3.406432 0.0 -0.1 0.0
H 0.792864 -3.703738 0.934252 0.0 -0.1 -0.1
H 3.294132 2.755292 -2.865315 -0.1 0.3 0.2
H -1.773382 -2.376039 -3.736644 0.1 -0.1 -0.1
H 5.086720 3.834092 -0.555241 0.1 0.2 -0.1
H -3.421700 3.838897 -1.373153 0.2 0.1 0.2
H -4.186229 -2.448285 0.527395 -0.2 0.1 -0.2
H 1.375879 -4.920313 -2.355256 0.0 0.1 0.0
H -2.596507 -0.021026 5.107855 0.1 -0.2 0.0
H -3.385694 -1.997510 -0.992573 -0.3 0.1 -0.1
H 3.673718 -1.031618 1.849994 0.1 -0.2 -0.1
H -2.292414 1.268477 -4.154206 0.0 0.4 0.0
H 2.040150 -1.109307 2.451288 0.0 -0.2 0.2
H -1.969105 3.699046 -2.371529 0.1 -0.2 0.0
H -0.230350 3.794249 1.120446 0.2 0.1 0.4
H 0.979800 -3.336513 2.636722 -0.1 -0.3 0.0
H -5.388253 1.040454 -0.671880 -0.3 0.1 0.3

=====

# 3
13
Properties=species:S:1:pos:R:3:forces:R:3 method="wB97M-V/def2-TZVPD" mol_weight_g_mol=136.15
S -0.670764 -1.345536 2.073027 0.8 2.2 -0.8
F -2.132157 -0.750501 1.613055 -0.2 -0.1 0.0
O -0.119965 1.602561 1.977403 -0.8 1.1 0.4
O 0.995838 -1.235986 -3.142287 -1.0 0.5 0.5
C 0.097409 0.460646 -0.157506 1.4 -2.6 0.3
C 0.618360 -0.500398 -0.953189 1.2 -0.7 2.8
C 0.304833 -0.633788 -2.339160 1.3 -0.2 -0.9
C 0.285275 0.582234 1.289377 4.7 -5.2 0.8
H -0.604036 -0.095855 -2.512218 -1.1 0.4 -1.4
H 1.303212 -1.306050 -0.554783 -0.8 1.1 -0.2
H -0.449611 1.224597 -0.534487 -2.0 2.1 -1.6
H 1.378492 0.311912 1.582834 -1.9 0.4 -0.4
H -1.006888 1.686165 1.657934 -1.5 1.1 0.3

=====

So what do the calculations give for energy relative to the best compared isomer or geometry (same formula, charge and spin)? Going down the list: 0.0; 0.0; 78.1 kcal per mole.